Entry 1:
ORCA calculation (the ωB97M-V functional and the def2-TZVPD basis) on C4H9NO2 in the gas phase.

The value obtained for the LUMO energy is 0.799 eV. The HOMO energy is -9.533 eV. The maximum force is 6.2 eV/Å. The SMILES is C[C@H](O)CC(N)=O. The calculation puts the molar mass at 103.12 g mol⁻¹.

Element x y z (Å)
C 0.792915 1.245680 -2.108462
C -0.030120 0.848493 -1.004838
O 0.472349 1.467974 0.223841
C -0.060261 -0.744484 -0.674349
C -0.499918 -1.115589 0.866504
N 0.490402 -0.871364 1.745294
O -1.618666 -1.303412 1.210090
H 1.720421 0.743551 -2.097446
H 1.001495 2.298673 -2.180317
H 0.278960 1.050806 -3.076590
H -1.196526 1.165370 -0.993567
H 0.969365 2.207570 -0.090818
H 1.035915 -1.217672 -0.823090
H -0.832838 -1.285234 -1.226042
H 1.156972 -0.104820 1.746051
H 0.388271 -1.479788 2.580180

Cartesian forces, eV/Å:
-0.61 0.37 -3.17
-4.02 -1.67 4.45
-0.22 -0.83 -0.51
1.44 -0.45 1.02
1.86 4.14 -2.84
1.12 -2.00 2.45
-1.92 -1.76 -0.10
1.14 -0.71 -0.04
-0.06 0.70 0.40
0.41 -0.24 0.51
2.63 -0.57 -0.72
0.51 0.89 0.09
-2.54 1.07 0.09
0.39 0.24 -0.56
-0.35 -0.58 -0.59
0.22 1.40 -0.49

Mulliken atomic charge list, values in e, 6 entries: atom 1 (C): -1.49, atom 2 (C): 0.55, atom 3 (O): -0.55, atom 4 (C): -0.71, atom 5 (C): 0.46, atom 6 (N): -0.35

=====

Entry 2:
ORCA calculation (the ωB97M-V functional and the def2-TZVPD basis) on C4H9NO2 in the gas phase.

The value obtained for the LUMO energy is 0.832 eV. The HOMO energy is -9.815 eV. The maximum force is 1.8 eV/Å. The SMILES is NC(=O)CCCO. The calculation puts the molar mass at 103.12 g mol⁻¹.

Element x y z (Å)
N 0.370809 -1.056384 1.994659
C -0.524866 -1.303729 0.992178
O -1.707635 -1.485164 1.156255
C 0.029026 -1.186368 -0.439531
C -0.390319 0.168504 -0.999234
C 0.281365 1.415037 -0.449054
O 0.301786 2.394708 -1.501660
H 1.303686 -1.312429 1.752802
H -0.019948 -1.051361 2.908519
H -0.395007 -2.004971 -1.009922
H 1.121947 -1.190028 -0.476259
H -1.475598 0.327913 -0.996192
H -0.239057 0.174631 -2.085824
H 1.335796 1.167461 -0.278401
H -0.213731 1.720574 0.464425
H 0.221746 3.221606 -1.032760

Cartesian forces, eV/Å:
-0.63 0.02 -1.23
0.23 0.19 -1.02
-0.31 0.03 0.46
0.00 0.59 0.94
-1.10 0.31 -1.40
0.93 -1.17 -1.08
-0.58 -0.15 0.83
0.54 0.13 0.66
0.27 -0.28 0.77
0.05 -0.01 -0.18
0.01 -0.40 0.07
0.01 -0.32 0.57
0.58 -0.08 0.12
-0.05 0.02 0.59
0.05 0.47 0.16
0.02 0.65 -0.24

Mulliken atomic charge list, values in e, 6 entries: atom 1 (N): -0.39, atom 2 (C): 0.45, atom 3 (O): -0.61, atom 4 (C): -0.53, atom 5 (C): -0.67, atom 6 (C): -0.32

=====

Entry 3:
ORCA calculation (the ωB97M-V functional and the def2-TZVPD basis) on C4H9NO2 in the gas phase.

The value obtained for the LUMO energy is 0.536 eV. The HOMO energy is -7.345 eV. The maximum force is 5.7 eV/Å. The SMILES is C/C=C\C(N)(O)O. The calculation puts the molar mass at 103.12 g mol⁻¹.

Element x y z (Å)
C -1.033218 -0.629211 -1.732652
C 0.397753 -0.620493 -1.297773
C 0.931356 -0.086034 -0.147105
C 0.257910 -0.033910 1.140276
N 0.540437 1.684396 0.836429
O 0.984299 -0.453721 2.199261
O -1.068888 -0.246772 1.208471
H -1.801181 -0.705628 -0.956990
H -1.300112 0.276473 -2.293042
H -1.224185 -1.478605 -2.393405
H 1.116421 -0.874152 -2.071863
H 2.011145 -0.133295 -0.040150
H 1.111059 2.218917 0.185569
H -0.386168 2.090050 0.714503
H 0.697762 0.067599 2.964926
H -1.234390 -1.075613 1.683545

Cartesian forces, eV/Å:
-0.79 -0.43 -0.07
0.83 1.23 1.07
-0.37 -5.29 -2.11
2.26 3.88 -2.27
-2.46 0.69 2.85
-0.28 0.17 0.24
-0.62 0.26 0.42
0.45 0.05 0.11
0.23 -0.07 -0.07
0.10 0.08 -0.14
-0.04 0.36 -0.10
-0.08 0.37 -0.02
0.52 -1.30 -0.08
-0.05 -0.22 0.18
0.11 -0.06 0.02
0.18 0.26 -0.03

Mulliken atomic charge list, values in e, 6 entries: atom 1 (C): -0.99, atom 2 (C): -0.13, atom 3 (C): -1.00, atom 4 (C): 1.20, atom 5 (N): -0.84, atom 6 (O): -0.49

=====

Entry 4:
ORCA calculation (the ωB97M-V functional and the def2-TZVPD basis) on C4H9NO2 in the gas phase.

The value obtained for the LUMO energy is 0.916 eV. The HOMO energy is -9.353 eV. The maximum force is 0.8 eV/Å. The SMILES is C[C@H]1CO[C@@]1(N)O. The calculation puts the molar mass at 103.12 g mol⁻¹.

Element x y z (Å)
C 1.268694 1.303942 -0.786212
C 0.655644 -0.040374 -0.258000
C 0.662659 -0.090482 1.261857
O -0.546995 -0.837111 1.363260
C -0.956014 -0.591367 0.033180
N -1.631151 -1.750769 -0.430642
O -1.801933 0.492569 -0.161762
H 2.336001 1.340929 -0.487091
H 1.273983 1.443645 -1.873523
H 0.837010 2.209636 -0.333259
H 1.232669 -0.846293 -0.714203
H 1.490670 -0.604710 1.753973
H 0.534244 0.910684 1.701123
H -2.553391 -1.574358 -0.812470
H -1.609762 -2.536359 0.208464
H -1.192326 1.170419 -0.464695

Cartesian forces, eV/Å:
-0.41 -0.16 -0.06
-0.10 -0.38 0.13
0.28 0.02 0.28
-0.10 0.13 0.18
0.66 0.11 -0.37
0.52 0.17 -0.42
0.14 0.24 0.01
-0.51 -0.28 -0.02
-0.23 -0.24 0.17
-0.18 -0.30 -0.07
-0.17 -0.15 0.18
-0.04 0.02 0.00
0.11 -0.17 -0.02
0.34 0.12 0.11
0.15 0.34 -0.08
-0.46 0.53 -0.02

Mulliken atomic charge list, values in e, 6 entries: atom 1 (C): -1.48, atom 2 (C): -0.13, atom 3 (C): -0.36, atom 4 (O): -0.45, atom 5 (C): 0.82, atom 6 (N): -0.58

=====

Entry 5:
ORCA calculation (the ωB97M-V functional and the def2-TZVPD basis) on C4H9NO2 in the gas phase.

The value obtained for the LUMO energy is 0.949 eV. The HOMO energy is -10.335 eV. The maximum force is 0.4 eV/Å. The SMILES is CCCOC(N)=O. The calculation puts the molar mass at 103.12 g mol⁻¹.

Element x y z (Å)
C 2.402438 -0.669444 -0.006889
C 0.935354 -0.624708 -0.422473
C 0.023893 -0.447068 0.780620
O -1.350462 -0.308812 0.377324
C -1.635780 0.935386 -0.054141
N -2.900881 1.064231 -0.531662
O -0.851475 1.863851 -0.056127
H 2.595440 -1.484129 0.701111
H 3.050225 -0.819260 -0.876279
H 2.699300 0.269608 0.473973
H 0.772640 0.219798 -1.099991
H 0.655190 -1.540653 -0.956678
H 0.050352 -1.315772 1.442997
H 0.308413 0.445399 1.344523
H -3.631914 0.386968 -0.385387
H -3.122733 2.024607 -0.730921

Cartesian forces, eV/Å:
0.07 -0.02 0.04
-0.03 0.00 -0.04
0.24 -0.06 0.09
-0.07 0.25 -0.06
0.13 0.28 -0.08
-0.02 0.07 0.00
-0.13 -0.29 0.08
-0.02 0.10 -0.10
-0.09 0.01 0.14
-0.04 -0.13 -0.07
0.02 -0.14 0.07
0.04 0.11 0.08
-0.05 0.06 -0.12
0.02 -0.16 -0.03
0.26 0.07 0.05
-0.32 -0.15 -0.05

Mulliken atomic charge list, values in e, 6 entries: atom 1 (C): -1.24, atom 2 (C): -0.19, atom 3 (C): -0.52, atom 4 (O): -0.41, atom 5 (C): 0.63, atom 6 (N): -0.40

=====

Entry 6:
ORCA calculation (the ωB97M-V functional and the def2-TZVPD basis) on C4H9NO2 in the gas phase.

The value obtained for the LUMO energy is 0.794 eV. The HOMO energy is -9.635 eV. The maximum force is 1.5 eV/Å. The SMILES is CNC(=O)CCO. The calculation puts the molar mass at 103.12 g mol⁻¹.

Element x y z (Å)
C -0.066854 2.345472 -1.001688
N -0.855552 1.159428 -0.655171
C -0.200223 -0.061764 -0.708620
O 0.811611 -0.244374 -1.344849
C -0.734462 -1.113538 0.273135
C 0.378483 -1.501134 1.253175
O 1.287800 -2.402288 0.675780
H -0.383574 2.709205 -1.977646
H -0.260175 3.124496 -0.268973
H 0.960628 2.093532 -1.119000
H -1.357746 1.235058 0.213194
H -0.954243 -2.001950 -0.324235
H -1.598411 -0.753156 0.828613
H -0.073080 -1.980855 2.105367
H 0.901750 -0.598254 1.587265
H 2.144048 -2.009877 0.463658

Cartesian forces, eV/Å:
-1.36 0.10 -0.68
0.80 -0.42 0.39
-0.17 0.20 1.16
0.03 0.00 -0.48
0.57 0.08 -0.84
0.34 0.60 -0.48
0.37 -0.61 -0.01
-0.09 0.19 -0.03
0.24 0.02 0.04
0.88 -0.18 0.32
-0.31 0.19 -0.11
-0.33 -0.01 0.26
-0.20 -0.12 -0.14
-0.13 -0.22 0.43
-0.11 -0.02 0.17
-0.53 0.22 0.00

Mulliken atomic charge list, values in e, 6 entries: atom 1 (C): -0.83, atom 2 (N): -0.27, atom 3 (C): 0.42, atom 4 (O): -0.59, atom 5 (C): -0.40, atom 6 (C): -0.45

=====

Entry 7:
ORCA calculation (the ωB97M-V functional and the def2-TZVPD basis) on C4H9NO2 in the gas phase.

The value obtained for the LUMO energy is 0.606 eV. The HOMO energy is -9.624 eV. The maximum force is 2.0 eV/Å. The SMILES is CCC(=O)NCO. The calculation puts the molar mass at 103.12 g mol⁻¹.

Element x y z (Å)
C 0.373553 2.057814 0.109593
C 0.874941 0.845635 -0.672694
C 1.132364 -0.332904 0.210595
O 2.216130 -0.482515 0.770996
N 0.193033 -1.295278 0.380698
C -1.177364 -1.326235 -0.165033
O -1.834583 -2.394300 0.434535
H 0.815851 2.059838 1.115312
H 0.766774 3.053716 -0.155598
H -0.714047 2.169761 0.078229
H 1.812879 1.079098 -1.170702
H 0.095169 0.673483 -1.435576
H 0.500274 -2.222190 0.612846
H -1.569679 -0.307576 -0.010926
H -1.124786 -1.524791 -1.252009
H -2.360512 -2.053552 1.149733

Cartesian forces, eV/Å:
0.75 1.25 0.97
-0.96 0.95 -0.71
1.33 -1.05 0.71
-0.35 0.48 -0.49
-1.42 -0.08 -0.57
1.68 0.60 -0.82
-0.33 0.19 -0.36
-0.77 -0.53 0.21
-0.07 -0.51 -0.99
0.18 -0.25 0.48
0.03 -0.14 0.01
0.56 -0.40 0.08
0.45 0.00 0.45
-0.51 -0.57 0.07
-0.28 0.03 0.38
-0.28 0.01 0.58

Mulliken atomic charge list, values in e, 6 entries: atom 1 (C): -1.07, atom 2 (C): -0.31, atom 3 (C): 0.39, atom 4 (O): -0.66, atom 5 (N): -0.13, atom 6 (C): -0.29

=====

Entry 8:
ORCA calculation (the ωB97M-V functional and the def2-TZVPD basis) on C4H9NO2 in the gas phase.

The value obtained for the LUMO energy is 0.681 eV. The HOMO energy is -9.658 eV. The maximum force is 0.6 eV/Å. The SMILES is O=CNCCCO. The calculation puts the molar mass at 103.12 g mol⁻¹.

Element x y z (Å)
O -3.054608 0.730405 1.817208
C -2.485272 0.523163 0.770318
N -1.318999 -0.142052 0.659863
C -0.609739 -0.455898 -0.567112
C 0.606154 0.454133 -0.781670
C 1.730804 0.112534 0.184263
O 2.114814 -1.254212 0.015032
H -2.921432 0.811307 -0.200173
H -0.870099 -0.419144 1.518427
H -0.246233 -1.480034 -0.527519
H -1.300945 -0.371223 -1.407291
H 0.334587 1.504169 -0.659245
H 0.999303 0.335028 -1.792938
H 2.598819 0.761279 0.057002
H 1.405368 0.217172 1.220855
H 3.017479 -1.326628 -0.307021

Cartesian forces, eV/Å:
-0.05 0.26 0.17
-0.27 -0.35 -0.03
0.55 -0.28 -0.10
0.16 0.52 -0.15
0.23 -0.02 0.04
0.18 -0.27 0.06
0.02 -0.18 -0.01
0.10 0.07 -0.11
-0.21 0.01 0.16
-0.17 -0.14 -0.02
-0.02 0.00 0.07
-0.12 0.02 0.02
-0.11 -0.07 -0.09
-0.11 0.14 -0.09
-0.07 0.12 0.06
-0.12 0.16 0.03

Mulliken atomic charge list, values in e, 6 entries: atom 1 (O): -0.57, atom 2 (C): 0.12, atom 3 (N): -0.11, atom 4 (C): -0.75, atom 5 (C): -0.32, atom 6 (C): -0.51

=====

Entry 9:
ORCA calculation (the ωB97M-V functional and the def2-TZVPD basis) on C4H9NO2 in the gas phase.

The value obtained for the LUMO energy is 0.790 eV. The HOMO energy is -9.736 eV. The maximum force is 2.2 eV/Å. The SMILES is C[C@@H](O)[C@H](N)C=O. The calculation puts the molar mass at 103.12 g mol⁻¹.

Element x y z (Å)
C -0.868084 -1.419975 -0.948683
C 0.358529 -0.733422 -0.356012
O 1.102380 -0.077343 -1.377835
C 0.002275 0.316059 0.681146
N -0.857719 1.388905 0.217489
C 1.289492 0.808598 1.341135
O 2.097684 0.044220 1.783426
H -0.765828 -2.501267 -1.025611
H -1.834813 -1.218798 -0.501461
H -0.886106 -1.056067 -1.978901
H 1.131296 -1.395677 0.023077
H 0.529675 0.573043 -1.805386
H -0.512243 -0.235607 1.488592
H -0.539048 2.266034 0.627634
H -1.801926 1.357149 0.574174
H 1.554435 1.884148 1.257217

Cartesian forces, eV/Å:
0.30 -0.29 -0.80
0.25 0.74 -0.67
0.15 0.24 -0.59
-0.53 -0.70 2.02
0.28 1.00 -0.15
0.37 -0.12 -1.15
0.02 -0.08 0.48
0.14 -0.04 0.14
0.02 0.25 0.33
-0.41 -0.14 0.01
-0.48 -0.33 0.55
-0.02 0.00 0.13
0.17 0.02 -0.02
0.27 -0.03 -0.40
-0.13 -0.64 -0.11
-0.39 0.12 0.22

Mulliken atomic charge list, values in e, 6 entries: atom 1 (C): -1.16, atom 2 (C): -0.08, atom 3 (O): -0.60, atom 4 (C): 0.34, atom 5 (N): -0.67, atom 6 (C): -0.13

=====

Entry 10:
ORCA calculation (the ωB97M-V functional and the def2-TZVPD basis) on C4H9NO2 in the gas phase.

The value obtained for the LUMO energy is 0.655 eV. The HOMO energy is -10.074 eV. The maximum force is 0.9 eV/Å. The SMILES is C[C@@H](O)CNC=O. The calculation puts the molar mass at 103.12 g mol⁻¹.

Element x y z (Å)
C -2.033599 -1.605886 0.152032
C -1.131770 -0.510025 -0.381588
O -1.923404 0.600740 -0.753562
C -0.068995 -0.149734 0.661826
N 0.741010 0.999085 0.251918
C 2.088691 0.878598 0.010990
O 2.714264 -0.140393 -0.061892
H -2.633529 -1.214288 0.979061
H -1.413793 -2.424779 0.513768
H -2.666423 -1.977652 -0.648647
H -0.564137 -0.880469 -1.239850
H -1.433848 1.425716 -0.614533
H -0.544062 0.061697 1.615429
H 0.614242 -0.987130 0.785956
H 0.529000 1.932071 0.574187
H 2.545591 1.870001 -0.183654

Cartesian forces, eV/Å:
0.25 0.25 -0.08
0.66 -0.08 0.35
-0.15 0.38 0.17
-0.07 0.37 -0.17
0.52 0.00 0.21
-0.39 0.68 -0.37
0.18 -0.65 0.01
-0.03 -0.12 -0.16
-0.05 -0.14 0.04
-0.22 -0.02 0.08
-0.15 0.02 -0.29
-0.03 -0.43 -0.25
-0.09 0.08 0.22
-0.01 -0.06 0.04
-0.42 -0.18 0.02
0.01 -0.10 0.17

Mulliken atomic charge list, values in e, 6 entries: atom 1 (C): -1.26, atom 2 (C): 0.44, atom 3 (O): -0.53, atom 4 (C): -0.86, atom 5 (N): -0.14, atom 6 (C): -0.04

=====

Entry 11:
ORCA calculation (the ωB97M-V functional and the def2-TZVPD basis) on C4H9NO2 in the gas phase.

The value obtained for the LUMO energy is 0.907 eV. The HOMO energy is -9.784 eV. The maximum force is 0.3 eV/Å. The SMILES is COCCNC=O. The calculation puts the molar mass at 103.12 g mol⁻¹.

Element x y z (Å)
C -0.325997 -1.684748 0.893452
O 0.547887 -0.643638 1.266728
C 1.381968 -0.216044 0.213546
C 0.847428 1.081418 -0.450482
N -0.542518 1.341739 -0.146845
C -1.550715 1.058929 -1.010236
O -1.410261 0.661832 -2.150609
H -0.906945 -1.436666 -0.005288
H 0.227378 -2.615831 0.700788
H -1.009089 -1.845767 1.730479
H 1.502390 -1.015290 -0.531888
H 2.368854 -0.018850 0.646157
H 0.925163 1.021701 -1.537929
H 1.433377 1.943377 -0.114641
H -0.787084 1.480200 0.820637
H -2.545743 1.269418 -0.575800

Cartesian forces, eV/Å:
-0.21 -0.22 -0.03
0.13 0.01 0.12
0.18 0.04 -0.14
0.10 0.09 -0.07
-0.18 -0.10 -0.06
0.05 0.11 -0.18
0.01 0.05 0.31
0.07 -0.02 0.13
-0.06 0.14 0.03
0.07 -0.01 -0.12
-0.09 0.14 0.12
-0.11 -0.02 -0.10
0.05 0.01 0.13
-0.06 -0.14 -0.04
-0.02 0.01 -0.08
0.09 -0.08 -0.02

Mulliken atomic charge list, values in e, 6 entries: atom 1 (C): -0.64, atom 2 (O): -0.41, atom 3 (C): -0.42, atom 4 (C): -0.45, atom 5 (N): -0.16, atom 6 (C): 0.00

=====

Entry 12:
ORCA calculation (the ωB97M-V functional and the def2-TZVPD basis) on C4H9NO2 in the gas phase.

The value obtained for the LUMO energy is 1.057 eV. The HOMO energy is -9.490 eV. The maximum force is 0.5 eV/Å. The SMILES is C/N=C/OCCO. The calculation puts the molar mass at 103.12 g mol⁻¹.

Element x y z (Å)
C -1.751135 -1.547410 1.104979
N -0.999852 -0.783751 0.128601
C 0.172726 -1.173857 -0.141796
O 1.043628 -0.526531 -0.920904
C 0.710802 0.800132 -1.357876
C 0.896588 1.797125 -0.223248
O 0.177264 1.451114 0.932108
H -1.620346 -1.097191 2.097282
H -2.816457 -1.504433 0.862976
H -1.440681 -2.599960 1.165700
H 0.631330 -2.084523 0.254822
H 1.404771 1.008447 -2.177847
H -0.313805 0.816363 -1.743063
H 1.960575 1.843390 0.040964
H 0.601540 2.792370 -0.592158
H -0.585884 0.913363 0.638328

Cartesian forces, eV/Å:
-0.13 -0.14 0.12
0.44 -0.17 -0.19
-0.35 -0.10 0.10
0.06 -0.12 0.06
-0.13 0.09 -0.01
0.25 0.15 -0.27
-0.18 0.24 0.06
-0.06 -0.06 -0.15
0.17 -0.07 0.01
-0.04 0.12 -0.02
-0.10 -0.03 -0.12
-0.13 0.01 0.17
0.08 -0.05 0.07
-0.15 0.00 0.01
0.06 -0.10 -0.04
0.21 0.21 0.23

Mulliken atomic charge list, values in e, 6 entries: atom 1 (C): -0.87, atom 2 (N): -0.59, atom 3 (C): 0.27, atom 4 (O): -0.37, atom 5 (C): -0.49, atom 6 (C): -0.39